10 unconnected molecules or ions with the total composition C56H134B2ClF8N7O4 at a distorted geometry. Source: the OMol25 dataset; level of theory: wB97M-V/def2-TZVPD.

## Properties
- Multiplicity: 2
- E_HOMO (spin up / spin down): -9.020 / -12.084 eV
- Largest force on an atom: 0.1007 Eh/bohr
- ⟨S²⟩: 0.75
- Gap between HOMO and LUMO (spin up / spin down): 2.81 / 5.65 eV
- Net charge: +3

Last column: Mulliken spin population.
Positions of all 212 atoms, in Å:
C1 9.709754 -6.074605 26.896383  0.036
C2 10.136329 -5.117476 25.708335  0.336
N1 9.553725 -3.741124 25.621866  -1.316
C3 7.994121 -3.919535 25.415449  -0.578
C4 9.712044 -3.036653 27.063527  0.106
C5 11.235236 -2.731596 27.463029  0.000
C6 10.169561 -2.780111 24.556927  0.340
C7 9.672838 -1.339642 24.365255  -0.684
O1 9.954684 -0.565487 25.473911  -0.067
C8 9.652095 0.820684 25.285053  -0.019
H1 9.947740 -5.570569 27.833083  -0.003
H2 10.226101 -7.023441 26.750824  -0.002
H3 8.673187 -6.405739 26.833438  0.003
H4 9.986454 -5.522516 24.707545  -0.044
H5 11.217571 -5.002912 25.785038  0.034
H6 7.515091 -2.941567 25.462537  0.086
H7 7.744416 -4.604078 26.226099  -0.049
H8 7.906089 -4.423832 24.453140  0.960
H9 9.227916 -3.688830 27.790421  0.034
H10 9.155553 -2.100586 27.110446  0.035
H11 11.890375 -3.379561 26.880754  0.006
H12 11.455017 -3.022872 28.490143  0.001
H13 11.460783 -1.671222 27.349793  0.003
H14 10.000351 -3.299214 23.613529  0.521
H15 11.247214 -2.747096 24.717160  0.071
H16 8.612016 -1.474970 24.154432  0.230
H17 9.987379 -0.856342 23.440269  0.422
H18 9.864716 1.263802 24.312153  0.011
H19 10.036631 1.469818 26.071726  -0.005
H20 8.570642 0.953709 25.255881  0.015
C9 4.507554 -2.266912 25.297480  -0.062
C10 4.928181 -2.379134 23.794690  0.131
N2 4.050567 -1.442515 22.905647  -0.042
C11 2.541821 -1.831028 23.114751  0.003
C12 4.161437 0.069467 23.404758  -0.019
C13 5.605790 0.531306 23.586004  -0.011
C14 4.439888 -1.609751 21.394058  0.135
C15 3.857636 -0.593300 20.466862  -0.012
O2 4.710898 0.526081 20.460406  0.007
C16 4.154996 1.515457 19.584825  0.000
H21 4.775024 -1.305355 25.735624  0.015
H22 5.077469 -3.059906 25.781676  0.035
H23 3.511442 -2.551752 25.636187  0.000
H24 4.752944 -3.405985 23.473813  0.042
H25 5.984689 -2.117815 23.734619  -0.146
H26 2.526081 -2.907549 22.944659  0.005
H27 1.897399 -1.381805 22.359093  0.001
H28 2.170342 -1.554027 24.101351  -0.002
H29 3.558387 0.115126 24.311594  0.000
H30 3.545975 0.676276 22.740607  -0.003
H31 6.251179 0.404202 22.716854  0.061
H32 5.985495 -0.129218 24.365502  0.020
H33 5.704959 1.554206 23.949238  -0.006
H34 4.203283 -2.659419 21.219907  -0.015
H35 5.510268 -1.620491 21.188435  -0.100
H36 2.795246 -0.423563 20.641871  -0.003
H37 3.953316 -0.977117 19.451165  0.004
H38 4.121500 1.176595 18.549375  0.001
H39 4.947845 2.262729 19.552002  0.000
H40 3.205767 1.931252 19.922720  0.000
C17 14.084343 -1.324982 19.042712  0.009
C18 13.329522 0.052470 18.876471  0.005
N3 11.890858 0.024257 19.392196  -0.192
C19 11.077321 -1.000964 18.596449  0.206
C20 11.799170 -0.192166 20.971468  0.212
C21 12.523061 1.013681 21.820210  -0.001
C22 11.322194 1.439278 18.958085  -0.001
C23 10.007102 1.783343 19.675685  0.011
O3 8.934202 0.915548 19.304000  0.005
C24 7.987766 0.591969 20.241217  0.138
H41 13.940775 -1.885698 19.966334  -0.002
H42 15.132755 -1.299340 18.745587  -0.001
H43 13.593035 -1.935520 18.285099  0.006
H44 13.207806 0.375727 17.842649  -0.003
H45 13.829076 0.796169 19.497319  0.000
H46 11.347912 -0.998431 17.540570  0.041
H47 10.014506 -0.885640 18.809108  -0.058
H48 11.421630 -1.997904 18.871510  0.001
H49 12.438522 -1.046428 21.194050  0.107
H50 10.770026 -0.495183 21.164231  -0.152
H51 13.549543 1.098987 21.463625  -0.001
H52 12.338180 0.747579 22.860935  0.003
H53 12.025061 1.947185 21.558158  -0.001
H54 11.233798 1.358606 17.874672  0.009
H55 12.041259 2.185708 19.295537  -0.002
H56 9.715705 2.770891 19.317976  0.005
H57 10.043858 1.861989 20.762222  0.001
H58 7.369762 1.445984 20.518404  -0.023
H59 8.449795 0.188870 21.142406  -0.007
H60 7.364450 -0.243060 19.921361  -0.061
C25 6.679365 0.928369 16.939755  0.008
C26 7.048255 -0.587991 17.103337  -0.102
N4 6.976158 -1.394439 15.802073  0.000
C27 8.136183 -0.778179 14.922804  -0.004
C28 7.218426 -2.921422 16.000186  -0.005
C29 8.416873 -3.311947 16.882522  0.105
C30 5.652964 -1.149537 14.961789  0.001
C31 4.292211 -1.158985 15.690611  0.000
O4 4.139935 -2.394801 16.322262  0.000
C32 3.063481 -2.572321 17.170831  0.000
H61 6.628243 1.434129 17.903965  0.002
H62 5.668162 1.006094 16.540350  0.001
H63 7.441056 1.516992 16.428430  0.000
H64 6.277098 -1.043073 17.724894  -0.012
H65 8.059635 -0.789285 17.456455  0.051
H66 8.098399 -1.348568 13.994720  0.000
H67 8.976077 -1.032908 15.569173  0.003
H68 8.113628 0.281944 14.670347  0.000
H69 7.254567 -3.288924 14.974638  -0.001
H70 6.243125 -3.032469 16.474056  0.010
H71 8.710546 -4.345212 16.697552  -0.011
H72 8.355515 -3.139998 17.957124  -0.060
H73 9.328771 -2.829009 16.531379  -0.001
H74 5.687085 -1.793587 14.083076  -0.001
H75 5.707907 -0.153686 14.522068  0.000
H76 3.502124 -1.098902 14.942112  0.000
H77 4.070788 -0.321320 16.351971  0.000
H78 2.737626 -1.684012 17.711967  0.001
H79 3.547378 -3.159099 17.951624  0.002
H80 2.226381 -3.067055 16.678278  0.000
C33 -0.177600 -4.016865 27.286242  0.000
C34 1.199006 -3.510912 27.824306  -0.002
C35 0.960824 -3.287498 29.365867  0.000
N5 2.262254 -2.844020 30.086162  -0.003
C36 3.363651 -3.976491 30.181286  0.003
C37 2.927166 -1.544160 29.541077  -0.013
C38 3.513350 -0.769542 30.717701  0.002
C39 2.563713 -1.003526 31.862283  0.000
C40 1.871025 -2.373361 31.546083  0.000
H81 -0.237399 -5.044814 27.643787  0.000
H82 -0.325976 -4.063197 26.207378  0.000
H83 -0.971181 -3.485746 27.811819  0.000
H84 1.306510 -2.483490 27.476551  0.000
H85 1.917477 -4.281168 27.543953  0.002
H86 0.669686 -4.080534 30.054667  0.000
H87 0.391157 -2.365100 29.478827  0.000
H88 3.771645 -4.103227 29.178495  0.000
H89 2.904252 -4.870068 30.603875  0.001
H90 4.137754 -3.613198 30.857211  0.001
H91 3.653077 -1.609736 28.730600  0.009
H92 2.167559 -1.004836 28.975183  0.000
H93 4.498868 -1.225210 30.813701  0.003
H94 3.620302 0.289134 30.481337  0.000
H95 3.087833 -0.966457 32.817286  0.000
H96 1.822175 -0.254920 32.141244  0.000
H97 2.272109 -3.125939 32.224948  0.000
H98 0.810599 -2.460563 31.782714  0.000
C41 4.908156 -10.442999 22.996305  -0.001
C42 4.918165 -8.993433 22.599024  0.006
C43 5.764821 -8.573602 21.385855  0.013
N6 5.751596 -6.992001 21.051853  -0.247
C44 6.098254 -6.174058 22.374428  0.026
C45 4.320589 -6.621269 20.661716  0.002
C46 4.469561 -5.452488 19.707519  0.014
C47 5.721456 -5.890430 18.816115  -0.111
C48 6.620600 -6.635271 19.838421  0.355
H99 5.094910 -10.550326 24.064808  0.000
H100 5.734809 -11.062577 22.648657  0.000
H101 3.896935 -10.814125 22.829571  0.000
H102 5.265149 -8.503315 23.508679  0.007
H103 3.873670 -8.689459 22.530193  0.003
H104 5.351261 -9.030815 20.486948  0.005
H105 6.801961 -8.899101 21.466304  0.005
H106 5.280563 -6.388220 23.062616  0.095
H107 6.291863 -5.138109 22.096170  0.041
H108 6.962942 -6.420269 22.990694  0.105
H109 3.522618 -6.479219 21.390529  -0.015
H110 3.982164 -7.454098 20.045298  0.000
H111 4.637641 -4.543078 20.284440  0.048
H112 3.521729 -5.480182 19.169975  -0.007
H113 6.304421 -5.006601 18.557088  0.066
H114 5.470890 -6.427737 17.901444  -0.010
H115 7.502140 -6.098225 20.188530  -0.197
H116 7.092143 -7.561592 19.510278  0.045
C49 6.832947 0.662110 32.859066  0.000
C50 7.262778 0.623436 31.370052  -0.001
C51 7.177571 2.023804 30.708504  0.001
N7 7.564649 1.943452 29.185589  -0.007
C52 9.011460 1.428412 29.049458  -0.008
C53 7.400207 3.323092 28.595067  0.001
C54 7.403509 3.083535 27.151797  0.001
C55 6.406433 1.946048 26.970781  -0.046
C56 6.645399 1.161005 28.264447  -0.011
H117 6.708245 -0.279351 33.394038  0.000
H118 5.852872 1.135461 32.918245  0.000
H119 7.493270 1.253375 33.493493  0.000
H120 6.549884 0.019969 30.808158  0.000
H121 8.050270 -0.093825 31.138733  0.001
H122 7.832600 2.765014 31.166368  0.000
H123 6.174486 2.440637 30.618176  0.000
H124 9.049483 0.340365 29.102630  0.007
H125 9.552438 1.763223 29.934519  0.001
H126 9.519012 1.652124 28.111141  0.001
H127 8.246292 3.895999 28.974575  -0.001
H128 6.546997 3.910857 28.933681  0.001
H129 8.460739 2.970431 26.911825  0.001
H130 7.004861 3.982882 26.682374  -0.001
H131 6.672273 1.349871 26.097855  0.029
H132 5.341158 2.143199 26.850725  0.000
H133 6.967092 0.120070 28.231962  0.021
H134 5.751458 1.151093 28.888041  0.001
Cl1 1.291159 0.262130 26.117444  0.000
B1 2.669714 4.704234 18.867146  0.000
F1 3.913633 4.399960 18.589551  0.000
F2 1.938490 3.595672 18.508720  0.000
F3 2.573678 4.973773 20.255853  0.000
F4 2.356331 5.885264 18.212876  0.000
B2 1.083604 -3.323134 20.015109  0.002
F5 1.770397 -4.309040 20.589350  -0.002
F6 0.569779 -3.950124 18.853964  0.000
F7 0.067280 -2.843935 20.850567  0.000
F8 1.801709 -2.187712 19.738395  0.000

Cartesian forces (eV/Å) of the 2 atoms listed first:
-0.23 0.94 -1.59
0.95 -0.61 -0.25